16
Properties=species:S:1:pos:R:3:lowdin_charge:R:1 method="wB97M-V/def2-TZVPD" multiplicity=1 relative_energy_kj_mol=115.93 total_energy_ha=-271.70846 homo_lumo_gap_ha=0.409
C -1.476 -0.544 0.505 -0.076
C -0.858 0.383 -0.531 -0.303
C -0.114 1.577 -0.010 -0.086
C 0.647 0.471 -0.685 -0.240
C 1.495 -0.555 0.036 -0.240
O 1.111 -1.869 -0.336 -0.068
H -1.818 -1.500 0.090 0.078
H -0.764 -0.776 1.304 0.080
H -2.341 -0.063 0.970 0.081
H -1.431 0.517 -1.447 0.133
H -0.204 2.526 -0.530 0.101
H -0.063 1.663 1.073 0.109
H 1.004 0.710 -1.685 0.137
H 2.548 -0.448 -0.244 0.118
H 1.436 -0.427 1.128 0.115
H 0.191 -1.808 -0.619 0.059